The following is a quantum chemistry calculation of a 9-piece molecular cluster, C39H104N10O12 overall in a non-equilibrium geometry, from the Open Molecules 2025 dataset.

The frontier orbital gap is 8.836 eV. The calculation puts the energy above the lowest of the compared OMol25 structures with the same formula, charge and spin at 15.9 kcal per mole. The spin multiplicity is 1.

```
165
Properties=species:S:1:pos:R:3:forces:R:3
C -5.05337 0.04740 -2.18132 3.348 -1.121 -0.845
O -6.09989 0.43930 -2.96731 -2.362 -1.047 -0.168
C -6.79434 1.45540 -2.34953 -0.184 3.527 -0.436
C -7.87633 2.19537 -3.29009 0.348 -0.068 1.828
C -8.14639 3.69186 -2.92895 2.234 -0.511 0.144
N -9.17253 1.56836 -3.01716 0.549 -0.214 -0.442
H -4.79824 -0.99292 -2.38312 -0.526 -0.232 0.136
H -4.95351 0.20075 -1.10679 -1.238 0.288 0.167
H -4.17448 0.53770 -2.59997 0.518 0.399 0.211
H -7.15764 1.28201 -1.33659 -0.859 -0.934 -0.124
H -6.00277 2.15757 -2.08786 0.106 1.080 -0.210
H -7.54793 2.05339 -4.31969 0.147 0.137 -0.137
H -7.29382 4.33467 -3.14805 0.312 -0.100 -0.375
H -8.15719 3.73479 -1.83985 -0.892 0.142 0.026
H -8.97515 4.16685 -3.45396 -0.331 -0.477 0.343
H -9.80100 2.04491 -3.64805 -0.588 -0.397 -0.088
H -9.05111 0.61356 -3.32327 -0.629 -0.387 -0.068
C 1.75904 1.90340 0.26423 -0.083 0.583 -0.369
O 0.53422 1.34200 -0.14349 0.569 -0.085 0.220
C -0.53286 2.16624 -0.55033 0.715 -2.313 -0.779
C -1.57965 1.16394 -0.99718 -1.132 -1.887 0.951
C -2.08931 0.17233 0.11321 -0.544 1.951 1.170
N -1.21008 0.30625 -2.09626 1.358 0.598 -1.734
H 2.21281 2.68478 -0.34540 -0.733 0.455 -0.785
H 2.51570 1.13402 0.11054 -0.167 -0.229 1.252
H 1.58027 2.40281 1.21645 0.789 -0.566 0.564
H -0.93657 2.84505 0.20089 0.335 0.201 -0.050
H -0.21736 2.59191 -1.50289 -0.062 1.048 0.205
H -2.30659 1.88835 -1.36445 -1.166 -0.483 0.147
H -2.25589 0.80892 0.98218 -0.171 0.041 0.454
H -1.42372 -0.60024 0.49822 0.265 0.162 -0.789
H -3.04774 -0.33298 -0.00579 0.000 0.168 -0.798
H -0.29889 0.61918 -2.39943 0.172 0.472 -0.699
H -0.94166 -0.65359 -1.93269 -0.591 -0.311 1.132
C 4.48315 -0.97401 0.50783 0.968 -0.360 1.985
O 4.82485 -0.22177 1.71664 -1.663 0.874 -0.938
C 5.73585 -0.78233 2.63014 0.746 0.173 -1.216
C 5.70869 0.03499 3.93651 2.156 -0.573 -0.610
C 6.69024 -0.53396 4.95888 -0.450 -1.066 -0.348
N 4.40172 0.10546 4.40630 -2.571 0.110 1.124
H 5.44265 -1.23397 0.06075 -0.213 -0.149 -0.562
H 3.79884 -0.46448 -0.17055 0.436 0.555 0.330
H 3.94816 -1.86748 0.82967 0.107 -0.357 -0.133
H 5.51295 -1.84168 2.75738 -0.207 -0.296 0.591
H 6.70504 -0.75053 2.13238 0.568 -0.006 0.234
H 6.10738 1.03830 3.78645 -0.278 0.171 -0.703
H 6.77533 -0.02025 5.91646 -0.117 0.428 -0.324
H 7.66127 -0.63604 4.47434 0.122 0.061 0.239
H 6.33396 -1.53587 5.19836 0.188 -0.332 0.147
H 3.77215 0.27133 3.63415 -0.087 0.445 -0.414
H 4.04019 -0.77922 4.73303 0.398 -0.369 0.507
C 0.71699 5.20973 -1.73339 1.916 0.464 0.964
O -0.47266 5.04506 -1.05518 -1.139 -0.656 -0.400
C -1.54544 5.06233 -1.98763 -0.731 0.211 1.289
C -2.86418 5.08647 -1.21735 0.493 -0.620 -0.799
C -4.04665 4.78191 -2.10601 -0.146 -0.574 -0.499
N -3.09535 6.36952 -0.67561 -0.650 1.747 1.673
H 0.85769 4.70839 -2.69097 -0.602 -0.026 -0.230
H 1.50342 4.81216 -1.09185 0.113 -0.095 0.095
H 0.93990 6.27497 -1.79390 0.055 0.227 -0.605
H -1.44992 6.01546 -2.50774 -0.221 -0.156 -0.843
H -1.55020 4.16716 -2.60953 0.366 0.112 -0.454
H -2.80071 4.32493 -0.44009 0.129 -0.155 0.196
H -4.02048 3.76214 -2.49004 0.104 -0.092 -0.278
H -4.04752 5.50643 -2.92037 -0.133 -0.102 -0.165
H -4.99670 4.87339 -1.57956 0.126 0.184 0.188
H -2.37738 7.07967 -0.69320 0.387 -0.467 -0.183
H -3.39908 6.28627 0.28403 -0.115 0.296 0.008
C 6.30081 4.02704 7.30642 1.043 -1.360 0.234
O 5.59337 4.05767 6.13704 -3.014 0.227 -1.197
C 4.20349 3.56787 6.18453 0.820 0.105 -0.035
C 3.66127 3.72304 4.75239 -1.278 -0.760 0.732
C 2.25105 3.15337 4.57213 -0.642 -0.783 0.694
N 4.52476 3.05621 3.78059 0.419 1.383 0.211
H 6.23985 3.00370 7.67676 0.253 -0.248 0.552
H 6.02730 4.68837 8.12858 -0.261 0.464 -0.246
H 7.31613 4.18297 6.94184 0.261 0.269 0.729
H 4.13996 2.53790 6.53559 0.570 -0.503 -0.284
H 3.61296 4.08152 6.94317 0.000 0.759 -0.119
H 3.57728 4.80380 4.63835 0.464 0.089 -0.714
H 2.26691 2.06513 4.51233 0.453 -0.206 -0.507
H 1.69462 3.52754 3.71277 0.382 0.123 -0.126
H 1.56291 3.21245 5.41539 0.135 0.835 0.395
H 4.50943 2.05432 3.90738 -0.528 0.225 0.310
H 5.42804 3.33569 4.13565 0.723 -0.042 -0.619
C -0.93927 3.84832 7.04966 1.087 -0.161 -0.520
O -0.92522 2.45720 6.72173 -1.119 -0.370 -0.673
C -2.27529 2.06376 6.37896 -0.966 0.678 1.232
C -2.64205 0.76332 5.66756 1.075 0.478 -0.437
N -1.77043 0.63528 4.52245 -0.837 -0.478 -1.044
C -1.86011 -0.74738 3.94613 2.449 0.604 1.468
C -0.80553 -1.62670 4.70515 -0.119 -2.152 -0.207
O 0.51178 -1.61970 4.12328 0.333 0.100 0.003
C 1.56352 -2.45894 4.70421 -1.670 0.869 -0.210
H -1.71907 4.19522 7.72765 -0.018 -0.573 0.451
H -1.04385 4.49084 6.17540 -0.085 -0.195 -0.471
H 0.06795 4.02779 7.42571 -0.222 0.217 0.374
H -2.73607 2.85607 5.78901 0.223 0.191 -0.293
H -2.80675 2.08341 7.33042 -0.358 -0.087 0.174
H -3.66237 0.91200 5.31412 -0.213 -0.083 0.210
H -2.60276 -0.16177 6.24269 -0.074 0.088 0.759
H -0.86770 0.90023 4.88986 0.590 -0.492 -0.634
H -1.63349 -0.77148 2.88022 0.040 0.146 0.030
H -2.86727 -1.13935 4.08788 0.089 0.032 0.132
H -1.04513 -2.68981 4.72720 -0.745 -0.354 -0.584
H -0.79766 -1.48359 5.78569 0.265 1.107 0.189
H 1.32024 -3.49362 4.94577 -0.797 -0.178 -0.327
H 1.83005 -2.02912 5.66978 0.768 0.259 -0.242
H 2.29046 -2.50250 3.89318 0.557 0.321 0.602
C 1.81608 0.00757 -4.35804 0.316 -0.454 -0.377
O 2.54260 -0.97816 -5.13203 -0.698 2.633 0.533
C 3.49620 -1.59636 -4.32271 -0.041 -2.354 -1.530
C 4.34212 -2.36709 -5.35563 -0.288 0.285 0.099
N 4.98915 -1.48740 -6.32797 1.943 0.563 0.167
C 6.04418 -0.55600 -5.80950 -0.088 -1.198 -0.127
C 6.87742 0.22341 -6.82858 -0.958 1.027 -0.481
O 7.97260 0.83381 -6.13991 0.046 -0.869 -0.394
C 8.98331 1.38638 -6.98983 -1.112 -0.049 0.194
H 1.00259 -0.48910 -3.82922 0.134 -0.010 0.384
H 1.36053 0.80050 -4.95120 0.188 -0.290 -0.547
H 2.54280 0.48638 -3.70176 -0.280 0.070 0.393
H 2.92445 -2.25587 -3.66983 0.377 -0.396 0.441
H 4.23435 -1.06277 -3.72395 -0.478 1.144 0.016
H 3.76548 -3.02290 -6.00794 -0.471 -0.152 0.523
H 4.98913 -2.99927 -4.74749 0.768 0.038 -0.511
H 4.29983 -1.00461 -6.88641 -0.130 0.034 0.242
H 6.77999 -1.16832 -5.28820 -0.125 -0.190 0.268
H 5.64208 0.15423 -5.08701 0.027 0.247 0.086
H 6.22630 0.96968 -7.28380 -0.277 0.914 0.372
H 7.12469 -0.25013 -7.77870 0.817 -1.169 0.458
H 8.63737 2.38182 -7.26825 0.378 0.254 -0.177
H 9.09564 0.79565 -7.89896 0.125 -0.140 -0.041
H 9.92863 1.42396 -6.44849 -0.182 0.038 0.042
C -2.90507 -3.30911 -1.80076 -0.403 -1.001 -0.065
O -3.87823 -4.42098 -1.76535 0.630 1.342 0.087
C -3.43445 -5.65731 -2.36215 1.655 2.084 -0.576
C -4.59520 -6.39056 -2.91251 0.770 0.193 -0.407
N -5.32607 -7.00192 -1.85968 -0.491 -1.875 -1.238
C -6.45040 -7.73066 -2.50133 -1.629 1.515 0.378
C -6.28263 -9.06917 -3.26924 1.905 0.231 2.714
O -4.98785 -9.07367 -3.89004 -1.185 -0.249 0.190
C -4.52028 -10.37097 -4.11405 1.026 -0.325 -0.641
H -2.31870 -3.26752 -2.71866 -0.035 -0.534 -0.277
H -2.18664 -3.35241 -0.98217 -0.068 -0.219 0.167
H -3.38461 -2.33047 -1.78038 -0.557 -0.386 0.320
H -2.76492 -6.17163 -1.67273 -0.384 -0.500 0.214
H -2.79245 -5.34193 -3.18463 0.187 -0.192 -0.385
H -4.33915 -7.14974 -3.65155 0.518 0.133 0.342
H -5.18592 -5.67206 -3.48074 -0.324 0.411 -0.073
H -5.62934 -6.26243 -1.24220 -0.588 -0.241 0.151
H -6.99322 -7.10602 -3.21076 0.199 0.803 -0.293
H -7.15421 -7.74287 -1.66910 -0.447 -1.169 -0.169
H -7.12469 -9.38494 -3.88513 0.046 0.584 -0.417
H -6.23891 -9.77810 -2.44243 0.080 -0.680 -0.106
H -4.83390 -11.10667 -3.37345 -0.441 0.046 -0.026
H -3.43129 -10.38576 -4.06957 0.162 0.373 0.156
H -4.72775 -10.68097 -5.13824 -0.500 -0.359 -0.004
N 1.47599 -3.23938 0.93455 1.902 -3.392 0.840
C 0.90185 -2.23901 0.28723 0.595 -2.489 0.790
N 0.88149 -1.22938 1.07782 -1.162 4.552 0.841
O 0.48235 -2.43273 -0.81437 -1.313 0.960 -3.119
H 1.52730 -3.21404 1.94292 0.069 -0.616 -0.428
H 1.56558 -4.07307 0.37148 0.041 -0.186 0.716
H 1.26049 -1.28735 2.01221 -0.504 0.433 -0.241
H 0.27882 -0.48820 0.74988 0.640 0.735 0.618
```
Positions in Å, forces in eV/Å.

Löwdin population analysis, charges in e, atoms 1 to 8: C -0.1490; O -0.1475; C -0.2132; C -0.3737; C -0.0665; N 0.0101; H 0.0742; H 0.0868